{
  "formula": "C4H7N",
  "method": "wB97M-V/def2-TZVPD",
  "species": ["C", "C", "C", "C", "N", "H", "H", "H", "H", "H", "H", "H"],
  "positions_angstrom": [[-0.56010, -0.89291, 1.04185], [-0.41347, 0.14206, -0.00792], [-1.56670, 0.63917, -0.64393], [1.85989, -0.00166, -0.01057], [0.78546, 0.37462, -0.63902], [-0.51016, -1.98044, 0.82673], [-1.67539, -1.00069, 1.21151], [-0.17441, -0.62044, 2.03129], [-1.29133, 1.09348, -1.59917], [-2.50840, 0.13534, -0.55835], [2.68373, -0.28830, -0.68593], [1.97778, 0.04184, 1.06477]],
  "atomic_forces_ev_per_a": [[-3.1706, -0.9500, 1.0429], [-0.1198, -0.4968, -0.9672], [1.8498, -0.6452, -1.6537], [0.0629, 0.7547, -2.4013], [-0.1393, -1.0886, 2.6971], [1.4606, 0.6831, -0.4233], [0.9029, 0.8400, 0.2052], [0.4762, -0.1589, -0.3315], [-0.6956, 0.5871, 0.3670], [-0.5377, 0.4056, 0.5797], [-0.0717, 0.1551, 0.7004], [-0.0177, -0.0863, 0.1849]],
  "mulliken_spin": [0.01, 0.18, 0.40, 0.07, 0.22, 0.01, 0.00, 0.02, 0.03, 0.03, 0.01, 0.02],
  "orbital_gap_ev": [9.47, 8.59],
  "spin_multiplicity": 2,
  "total_charge": 1
}



{
  "formula": "C4H7N2",
  "method": "wB97M-V/def2-TZVPD",
  "species": ["C", "C", "C", "C", "N", "N", "H", "H", "H", "H", "H", "H", "H"],
  "positions_angstrom": [[-0.33238, -0.69033, -1.24276], [0.29579, -0.16379, 1.47222], [-0.62580, 0.62077, 0.46929], [0.79311, 0.47036, 0.23359], [-1.32458, -0.17446, -0.58083], [0.87953, -0.35008, -0.94416], [-0.45381, -1.41201, -2.01705], [0.33621, 0.32299, 2.47674], [0.29691, -1.18692, 1.46035], [-0.95627, 1.67193, 0.67454], [1.74075, 2.18499, -0.43142], [-2.34450, -0.32110, -0.49043], [1.69504, -0.97235, -1.08008]],
  "atomic_forces_ev_per_a": [[-1.5835, -2.2605, -2.3671], [-0.6332, 3.7362, 0.8148], [-0.8817, 0.9353, 0.5788], [2.0753, 2.6056, -1.6918], [0.8322, 1.7625, 2.2783], [1.3577, -0.1556, 1.9825], [-0.4530, -0.4519, -0.5206], [0.3109, -0.4441, -1.1339], [-0.1538, -2.4930, 0.0723], [-0.2154, -1.5013, 0.1426], [-1.0001, -2.1520, 1.2371], [1.1162, -0.2954, -0.9383], [-0.7715, 0.7140, -0.4548]],
  "lowdin_charge": [-0.11, 0.03, -0.18, -0.25, 0.18, 0.12, 0.17, 0.14, 0.09, 0.17, 0.24, 0.20, 0.20],
  "orbital_gap_ev": [9.05, 9.06],
  "total_charge": 1
}



{
  "formula": "C4H7N2",
  "method": "wB97M-V/def2-TZVPD",
  "species": ["C", "N", "C", "C", "N", "C", "H", "H", "H", "H", "H", "H", "H"],
  "positions_angstrom": [[-1.00366, -1.89297, -0.91542], [-0.57914, -0.55575, -0.73746], [0.38789, -0.32639, 0.06642], [0.70534, 0.96711, 0.43382], [1.09058, 2.14628, -0.20099], [0.92902, 2.17473, 1.23020], [-1.04647, -2.28448, -1.97545], [-0.33770, -2.52784, -0.42610], [-1.96341, -1.86673, -0.33574], [-0.82101, 0.28075, -1.36186], [0.69497, -1.14834, 0.67908], [0.11642, 2.65017, 1.71042], [1.82716, 2.38346, 1.83308]],
  "atomic_forces_ev_per_a": [[-2.9467, -0.7412, -1.1552], [1.8600, 2.4988, -2.1585], [-1.1117, -0.3334, 1.0600], [2.6346, 6.6687, -2.8293], [-1.9734, -5.2256, 1.4488], [1.5698, 0.3207, 1.8991], [-0.4206, 0.9975, 1.1157], [1.0740, -0.9944, 0.9747], [0.3491, -0.9643, -1.1011], [-0.2655, -1.6842, 1.0083], [0.6144, -0.4515, 0.1545], [-1.3248, 0.4459, -0.0179], [-0.0593, -0.5371, -0.3991]],
  "lowdin_charge": [-0.02, 0.05, 0.01, -0.13, 0.24, -0.12, 0.14, 0.08, 0.14, 0.23, 0.16, 0.09, 0.12],
  "orbital_gap_ev": [8.81, 8.81],
  "smiles": "C/[NH+]=C/C1=NC1",
  "total_charge": 1
}



Quick rundown of F_max, same order as above: 0.0675 0.0754 0.1499 Eh/bohr
Quick rundown of ΔE to the lowest compared entry with this formula, charge and spin, same order as above: 56.6 145.6 115.1 kcal per mole